1.
Here is one molecule with the formula C2H5OP at a distorted geometry from the Open Molecules 2025 dataset. Energies are from wB97M-V/def2-TZVPD.

Element x y z (Å)
P  -0.03181  2.20167  0.10394
O  0.41742  -1.80551  0.28720
C  0.38422  -0.43868  0.62907
C  0.29666  0.67491  -0.56423
H  -0.41764  -0.35358  1.39908
H  -0.52101  -2.09352  0.24202
H  1.36275  -0.25845  1.23136
H  0.74607  0.31572  -1.51071
H  -0.14403  3.07209  -0.93156

Values from the calculation:
Structure (SMILES): [H]/P=C/CO
F_max, eV/A: 2.41
HOMO, eV: -9.350

***

2.
Here is one molecule with the formula C2H5OP at a distorted geometry from the Open Molecules 2025 dataset. Energies are from wB97M-V/def2-TZVPD.

Element x y z (Å)
P  -0.89501  -0.05474  -0.43683
O  -2.21753  0.01368  0.35246
C  0.55517  0.84632  0.16514
C  0.55975  -0.70417  0.34415
H  0.41648  -1.15558  1.25335
H  -0.91954  -0.09773  -1.88230
H  1.08453  -1.39021  -0.29091
H  0.30813  1.17916  1.07748
H  1.10802  1.36327  -0.58254

Values from the calculation:
Structure (SMILES): O=[PH]1CC1
F_max, eV/A: 4.01
HOMO, eV: -9.252

***

3.
Here is one molecule with the formula C2H5OPS at a distorted geometry from the Open Molecules 2025 dataset. Energies are from wB97M-V/def2-TZVPD.

Element x y z (Å)
S  0.11392  -0.97341  -0.91032
P  1.65487  -2.04892  0.01074
O  0.53110  -0.14244  1.47212
C  -1.21426  1.18998  0.37473
C  -0.16422  0.08889  0.48930
H  -1.40993  1.42218  1.41287
H  -1.11797  2.13800  -0.32645
H  1.34813  -3.04251  -0.81220
H  -2.12760  0.80089  0.03151
H  2.87008  -1.88430  -0.76832

Values from the calculation:
Structure (SMILES): CC(=O)SP
F_max, eV/A: 2.70
HOMO, eV: -9.356

***

4.
Here is C2H5OS as an isolated structure at a distorted geometry from the Open Molecules 2025 dataset. Energies are from wB97M-V/def2-TZVPD.

Element x y z (Å)
S  -0.53820  -0.75196  -0.99716
O  -0.28836  1.05334  1.25700
C  1.03823  -0.95821  -0.16793
C  -1.06955  1.07517  0.23321
H  0.91810  -0.68939  0.88755
H  -0.94010  1.79462  -0.60613
H  1.24548  -2.01741  -0.34165
H  1.81438  -0.30183  -0.58452
H  -2.17999  0.79567  0.31964

Values from the calculation:
Total charge: -1
F_max, eV/A: 2.15
HOMO, eV: -2.937

***

| no. | Kohn-Sham gap (eV) |
| --- | --- |
| 1 | 9.28 |
| 2 | 10.33 |
| 3 | 10.00 |
| 4 | 7.11 |